P.
C7H13N | ωB97M-V with the def2-TZVPD basis set

Values from the calculation:
orbital gap = 9.97 eV
spin multiplicity = 1
HOMO = -0.3328 Eh

Geometry (Å):
C 1.750 0.614 0.204
C 0.367 0.487 -0.520
C 0.322 -0.773 -1.214
C 0.107 -0.790 1.236
C -0.607 0.433 0.464
C -2.082 0.007 0.012
C -0.237 1.813 -0.175
H 2.457 1.307 -0.435
H 1.665 1.432 1.014
H 2.244 -0.276 0.570
H 1.051 -1.108 -2.091
H -0.640 -0.902 -1.657
H -0.443 -2.402 -0.323
H 0.898 -0.253 1.814
H -0.484 -1.139 2.113
H -2.251 0.136 -1.089
H -2.880 0.574 0.549
H -2.081 -1.035 0.462
H 0.419 2.534 0.180
H -1.156 2.125 -0.739
N 0.498 -1.678 -0.057

***

Q.
C7H13N | ωB97M-V with the def2-TZVPD basis set

Values from the calculation:
orbital gap = 9.40 eV
spin multiplicity = 1
HOMO = -0.3013 Eh

Geometry (Å):
C -2.259 -1.441 -0.737
C -1.211 -1.516 0.542
C -0.522 -0.296 0.742
C 0.244 0.117 -0.325
C 1.134 1.371 -0.279
C 2.300 1.504 0.346
C 2.902 2.799 0.783
N -2.444 -2.740 -1.275
H -1.892 -0.732 -1.615
H -3.149 -0.904 -0.252
H -1.888 -1.680 1.483
H -0.546 -2.428 0.481
H -0.953 0.255 1.654
H 0.275 -0.373 -1.263
H 0.697 2.242 -0.567
H 2.954 0.684 0.654
H 2.683 3.746 0.220
H 3.941 2.903 0.466
H 2.837 2.898 1.884
H -2.194 -2.988 -2.248
H -2.910 -3.420 -0.693

***

If we sort the structures by their calculated energies, the order from most to least stable is Q, P.

***

P.
C7H13N | ωB97M-V with the def2-TZVPD basis set

Values from the calculation:
orbital gap = 6.32 eV
spin multiplicity = 1
HOMO = -0.2599 Eh

Geometry (Å):
C 2.811 0.065 0.076
C 1.693 0.164 1.126
C 0.463 0.798 0.679
C -0.470 -0.054 0.015
C -1.340 0.005 -1.119
C -2.291 0.589 -0.248
C -3.510 -0.287 0.098
N 2.508 -0.656 -1.215
H 3.555 -0.594 0.548
H 3.221 0.980 -0.158
H 1.544 -0.990 1.474
H 2.207 0.642 2.099
H 0.731 1.725 0.193
H -0.497 -1.066 0.475
H -0.803 0.350 -1.955
H -2.324 1.635 0.093
H -4.259 -0.067 -0.639
H -3.884 -0.192 1.107
H -3.212 -1.306 -0.092
H 2.064 -1.427 -0.760
H 1.791 -0.315 -1.796

***

Q.
C7H13N | ωB97M-V with the def2-TZVPD basis set

Values from the calculation:
orbital gap = 9.24 eV
spin multiplicity = 1
HOMO = -0.3028 Eh

Geometry (Å):
C 1.826 0.354 0.346
C 0.434 -0.450 0.794
C -0.683 -1.478 0.421
C -1.583 -0.728 -0.492
C -1.762 0.787 -0.075
C -0.386 1.508 0.155
C 0.566 0.509 -0.297
H 3.461 -0.763 0.134
H 2.523 -0.596 -1.379
H 2.324 0.902 1.065
H 0.023 0.031 1.665
H -0.077 -2.413 -0.224
H -1.025 -1.741 1.476
H -1.062 -0.651 -1.486
H -2.623 -1.115 -0.915
H -2.535 0.746 0.836
H -2.287 0.987 -1.111
H -0.636 2.585 -0.414
H 0.103 1.662 1.344
H 0.406 0.021 -1.354
N 2.993 -0.156 -0.490

***

If we sort the structures by their calculated energies, the order from most to least stable is Q, P.

***

P.
CH4IN | ωB97M-V with the def2-TZVPD basis set

Values from the calculation:
orbital gap = 8.84 eV
spin multiplicity = 1
HOMO = -0.3252 Eh

Geometry (Å):
C 0.013 0.195 -0.070
N 1.082 -0.775 -0.148
I 2.959 -0.023 0.253
H 0.152 0.938 -0.856
H -0.923 -0.343 -0.263
H -0.083 0.712 0.893
H 0.852 -1.563 0.612

***

Q.
CH4IN | ωB97M-V with the def2-TZVPD basis set

Values from the calculation:
orbital gap = 8.63 eV
spin multiplicity = 1
HOMO = -0.3258 Eh

Geometry (Å):
C 0.696 0.021 0.109
N -0.735 -0.242 0.261
I -2.026 1.246 -0.469
H 0.865 1.058 0.583
H 1.146 -0.640 0.759
H 1.173 -0.114 -0.745
H -1.118 -1.329 -0.498

***

If we sort the structures by their calculated energies, the order from most to least stable is P, Q.

***

P.
C6H8N | ωB97M-V with the def2-TZVPD basis set

Values from the calculation:
net charge = +1
orbital gap = 10.18 eV
spin multiplicity = 1
HOMO = -0.5200 Eh

Geometry (Å):
C -0.510 3.641 0.669
C 1.251 -0.972 -0.923
C 0.704 -0.311 0.239
C 0.458 -1.752 -0.123
C -0.334 2.503 0.103
C -0.448 -2.869 -0.026
N -0.227 1.279 -0.141
H -1.257 3.749 1.475
H 0.238 4.426 0.533
H 1.746 -1.058 -1.883
H 1.325 0.127 1.025
H -0.602 -3.448 -0.995
H -1.436 -2.605 0.421
H -0.262 -3.617 0.644
H -0.646 0.908 -1.018

***

Q.
C6H8N | ωB97M-V with the def2-TZVPD basis set

Values from the calculation:
net charge = +1
orbital gap = 9.73 eV
spin multiplicity = 1
HOMO = -0.5232 Eh

Geometry (Å):
C 0.112 -0.278 0.588
C 0.670 -0.062 -1.864
C -0.215 -0.780 2.865
C -0.857 -1.017 1.501
C -0.029 0.377 1.870
C 0.317 0.925 -2.806
N 0.345 0.039 -0.629
H 1.454 -0.836 -2.124
H -0.849 -0.718 3.742
H 0.676 -1.264 3.130
H -1.886 -1.054 1.233
H -0.344 1.423 1.910
H -0.477 1.621 -2.514
H 1.289 1.291 -3.189
H -0.207 0.332 -3.713

***

If we sort the structures by their calculated energies, the order from most to least stable is Q, P.

***

P.
C19H18O2S2 | ωB97M-V with the def2-TZVPD basis set

Values from the calculation:
orbital gap = 4.63 eV
spin multiplicity = 1
HOMO = -0.2372 Eh

Geometry (Å):
C 3.520 -1.653 2.537
C 2.733 -0.360 2.681
C 1.316 -0.528 2.702
C 0.310 0.476 2.549
C -1.132 -0.012 2.506
C -1.503 -1.369 2.467
C -2.848 -1.758 2.470
C -3.858 -0.789 2.484
C -3.507 0.570 2.482
C -2.162 0.948 2.486
O 0.540 1.696 2.449
O 3.336 0.712 2.786
H 2.860 -2.522 2.490
H 4.124 -1.612 1.623
H 4.195 -1.755 3.393
H 1.003 -1.558 2.815
H -0.739 -2.142 2.429
H -3.095 -2.822 2.453
H -4.906 -1.089 2.482
H -4.279 1.341 2.474
H -1.895 2.006 2.477
C 4.469 1.704 7.812
C 3.261 2.412 7.732
C 2.824 2.919 6.513
C 3.608 2.754 5.353
C 3.148 3.304 4.095
S 4.180 3.447 2.730
C 3.236 4.692 1.803
C 1.777 4.670 2.238
S 1.644 4.113 3.967
C 4.848 2.092 5.449
C 5.272 1.574 6.668
H 4.801 1.291 8.766
H 2.666 2.587 8.629
H 1.877 3.458 6.450
H 3.725 5.650 2.020
H 3.333 4.454 0.738
H 1.324 5.669 2.207
H 1.185 3.969 1.633
H 5.461 1.970 4.554
H 6.243 1.083 6.740

***

Q.
C19H18O2S2 | ωB97M-V with the def2-TZVPD basis set

Values from the calculation:
orbital gap = 8.17 eV
spin multiplicity = 1
HOMO = -0.2991 Eh

Geometry (Å):
C -4.512 -1.206 -1.885
C -3.285 -1.868 -1.846
C -2.104 -1.150 -1.668
C -2.172 0.236 -1.458
C -0.947 1.076 -1.132
C 0.195 0.376 -0.401
C 1.572 1.031 -0.927
C 2.807 0.175 -1.297
C 2.764 -1.202 -1.586
C 3.949 -1.917 -1.819
C 5.175 -1.249 -1.883
C 5.204 0.147 -1.795
C 4.020 0.860 -1.572
O 1.627 2.209 -1.249
O -0.946 2.274 -1.344
C -3.383 0.922 -1.640
C -4.558 0.190 -1.809
H -5.442 -1.759 -2.004
H -3.248 -2.944 -1.937
H -1.130 -1.634 -1.684
H 0.333 -0.661 -0.710
H 1.801 -1.712 -1.614
H 3.937 -2.997 -1.932
H 6.113 -1.780 -2.022
H 6.131 0.717 -1.877
H 4.004 1.957 -1.560
H -3.380 2.014 -1.597
H -5.490 0.740 -1.864
C -0.563 0.868 4.481
C -0.159 -0.486 3.926
S 0.791 -0.435 2.361
C -0.247 0.328 1.022
S -0.793 1.938 1.868
C -1.487 1.558 3.494
H -1.097 0.734 5.428
H 0.316 1.485 4.676
H 0.541 -0.947 4.638
H -1.049 -1.121 3.831
H -1.164 -0.322 1.128
H -2.420 0.991 3.392
H -1.707 2.568 3.869

***

If we sort the structures by their calculated energies, the order from most to least stable is Q, P.

***

P.
C5H9N2S | ωB97M-V with the def2-TZVPD basis set

Values from the calculation:
net charge = +1
orbital gap = 7.48 eV
spin multiplicity = 1
HOMO = -0.4859 Eh

Geometry (Å):
C 0.909 0.079 0.225
C 2.212 -0.368 0.169
C 0.297 2.377 0.215
C -0.278 -1.054 -0.328
C -1.374 -1.071 0.668
N 0.506 1.301 -0.405
N -0.823 -0.528 -1.470
S 3.573 -0.946 -0.205
H 0.904 0.117 1.334
H -0.219 3.159 -0.271
H 0.515 2.364 1.256
H 0.389 -2.039 -0.463
H -2.108 -1.728 0.389
H -1.666 -0.034 0.799
H -1.063 -1.369 1.655
H -1.712 0.065 -1.406
H -0.060 -0.324 -2.160

***

Q.
C5H9N2S | ωB97M-V with the def2-TZVPD basis set

Values from the calculation:
net charge = +1
orbital gap = 10.17 eV
spin multiplicity = 1
HOMO = -0.5138 Eh

Geometry (Å):
C 0.400 0.794 -1.181
C 0.736 -0.525 0.857
C -1.622 -0.242 -0.055
C 2.006 0.328 0.449
C -2.055 0.608 -1.213
N -0.405 0.257 0.450
N 1.656 0.810 -0.905
S -0.616 1.002 -2.366
H 0.873 -1.423 0.281
H 0.753 -0.591 1.876
H -2.390 -0.326 0.780
H -1.528 -1.190 -0.446
H 1.985 1.222 1.092
H 2.963 -0.203 0.645
H -2.861 0.323 -1.842
H -2.308 1.602 -0.889
H 2.340 1.190 -1.608

***

If we sort the structures by their calculated energies, the order from most to least stable is Q, P.

***

P.
C5H11N3O | ωB97M-V with the def2-TZVPD basis set

Values from the calculation:
orbital gap = 7.71 eV
spin multiplicity = 1
HOMO = -0.2493 Eh

Geometry (Å):
C -1.948 1.484 0.551
N -1.047 -0.813 0.238
C -0.293 0.920 -1.226
C -1.039 0.539 -0.181
N 0.451 0.055 -2.045
N 2.462 -1.672 1.156
C 0.088 -1.446 0.753
C 1.313 -0.926 0.840
O -0.226 2.240 -1.605
H 0.126 2.261 -2.503
H -1.900 -1.067 0.717
H 0.335 -0.907 -1.757
H 1.440 0.283 -2.072
H 2.236 -2.570 1.565
H 3.111 -1.165 1.743
H -0.087 -2.481 1.020
H 1.506 0.108 0.600
H -1.917 2.460 0.079
H -2.975 1.114 0.537
H -1.637 1.584 1.591

***

Q.
C5H11N3O | ωB97M-V with the def2-TZVPD basis set

Values from the calculation:
orbital gap = 8.26 eV
spin multiplicity = 1
HOMO = -0.2823 Eh

Geometry (Å):
C -1.930 0.186 1.339
C 1.253 1.464 -0.918
N -0.701 -0.636 1.129
C -0.598 0.628 1.739
N -0.014 -1.805 1.450
C -0.202 -0.545 -1.282
C 0.683 -1.149 -2.097
O -0.019 0.878 -0.833
N 0.156 1.371 2.387
H 0.671 -1.919 0.698
H -0.680 -2.573 1.402
H 0.652 2.085 1.857
H -2.620 -0.167 2.095
H -2.352 0.569 0.416
H -1.252 -0.721 -1.484
H 1.262 2.151 -1.770
H 2.082 0.766 -1.081
H 1.468 1.906 0.061
H 1.749 -0.989 -2.037
H 0.391 -1.500 -3.071

***

If we sort the structures by their calculated energies, the order from most to least stable is P, Q.

***

P.
C5H11N3O | ωB97M-V with the def2-TZVPD basis set

Values from the calculation:
orbital gap (alpha / beta) = 6.83 / 6.83 eV
spin multiplicity = 1
HOMO (alpha / beta) = -0.2417 / -0.2417 Eh

Geometry (Å):
C -1.511 0.913 0.103
C 1.068 -1.883 0.662
N -0.131 -0.635 -1.492
C -0.291 0.055 -0.185
C 0.239 -0.682 0.921
N -0.011 -0.324 2.193
C 0.947 0.847 -0.811
O -0.978 0.011 -2.433
N 0.894 2.024 -1.308
H -0.366 0.362 -3.099
H 0.522 -0.719 2.949
H -0.593 0.468 2.406
H -0.043 2.408 -1.391
H 1.901 0.354 -0.680
H -2.281 0.327 0.608
H -1.251 1.778 0.718
H -1.930 1.277 -0.830
H 0.503 -2.532 -0.021
H 1.332 -2.416 1.576
H 1.980 -1.632 0.114

***

Q.
C5H11N3O | ωB97M-V with the def2-TZVPD basis set

Values from the calculation:
orbital gap = 7.41 eV
spin multiplicity = 1
HOMO = -0.2965 Eh

Geometry (Å):
C -3.310 0.041 -0.014
C -0.946 -0.555 -0.029
C -0.443 0.725 0.486
C 0.189 -1.453 -0.276
C 1.549 -1.193 -0.160
H -3.974 -0.303 -0.742
H -2.925 1.184 -0.056
H -3.851 -0.154 0.881
H 0.519 0.070 1.007
H -0.989 1.464 1.529
H -1.097 2.143 -0.903
H -0.096 -2.560 -0.035
H 2.089 -2.021 0.062
H 1.433 0.790 -0.552
H 4.191 0.548 -0.921
H 3.931 0.567 0.710
N -2.118 -0.876 -0.366
N 2.153 0.058 0.036
N 3.596 0.013 -0.062
O 0.097 1.511 -0.598

***

R.
C5H11N3O | ωB97M-V with the def2-TZVPD basis set

Values from the calculation:
orbital gap (alpha / beta) = 7.79 / 7.79 eV
spin multiplicity = 1
HOMO (alpha / beta) = -0.3402 / -0.3402 Eh

Geometry (Å):
C 0.278 1.197 1.656
C -0.163 0.874 0.228
C -1.687 0.861 0.116
N -2.334 1.443 -0.796
O 0.461 1.495 -0.732
H -1.680 1.913 -1.432
H -2.233 0.319 0.888
H -0.108 0.453 2.355
H 1.361 1.231 1.730
H -0.126 2.173 1.927
C 0.204 -0.890 -1.669
C 0.343 -0.912 -0.079
N 1.645 -1.048 0.410
N -0.585 -1.835 0.098
H 2.003 -1.991 0.480
H 2.299 -0.370 0.046
H -0.228 -2.634 0.635
H 0.824 -1.650 -2.138
H -0.813 -0.895 -2.044
H 0.538 0.263 -1.678

***

If we sort the structures by their calculated energies, the order from most to least stable is R, P, Q.

***

P.
C2H7N3 | ωB97M-V with the def2-TZVPD basis set

Values from the calculation:
orbital gap = 9.67 eV
spin multiplicity = 1
HOMO = -0.3255 Eh

Geometry (Å):
C -0.223 0.802 -1.190
C 0.862 0.232 0.514
H -0.543 0.426 -2.125
H 0.546 1.511 -1.340
H -1.045 1.329 -0.507
H -0.375 -2.075 0.300
H -1.647 -0.966 0.736
H 1.417 1.089 0.164
H 0.588 -0.749 2.018
N 0.080 -0.299 -0.335
N -0.828 -1.264 -0.050
N 1.169 -0.035 1.816

***

Q.
C2H7N3 | ωB97M-V with the def2-TZVPD basis set

Values from the calculation:
orbital gap = 9.34 eV
spin multiplicity = 1
HOMO = -0.3058 Eh

Geometry (Å):
C -0.230 1.872 -0.668
N -0.119 0.426 -0.715
N -0.457 -1.590 0.843
C 0.988 -1.059 0.564
N 1.031 -0.026 -0.171
H -0.939 -0.379 -0.225
H -0.928 -2.065 0.082
H -0.428 -2.287 1.574
H 1.850 -1.685 0.725
H -0.406 2.281 0.337
H 0.690 2.321 -1.038
H -1.051 2.191 -1.310

***

R.
C2H7N3 | ωB97M-V with the def2-TZVPD basis set

Values from the calculation:
orbital gap = 9.78 eV
spin multiplicity = 1
HOMO = -0.3331 Eh

Geometry (Å):
C -3.030 0.794 -2.680
N -2.881 -0.401 -2.278
H -3.967 1.278 -2.393
H -2.322 1.411 -3.234
H -1.896 -0.574 -2.502
N 2.183 -0.050 1.036
C 1.505 -0.492 2.150
N 1.980 -0.405 3.330
H 2.863 0.682 1.113
H 2.107 -0.628 0.212
H 0.514 -0.896 1.916
H 2.944 -0.719 3.331

***

If we sort the structures by their calculated energies, the order from most to least stable is R, Q, P.

***

P.
C2H9NO2 | ωB97M-V with the def2-TZVPD basis set

Values from the calculation:
orbital gap = 10.61 eV
spin multiplicity = 1
HOMO = -0.3622 Eh

Geometry (Å):
C -2.161 -1.669 0.397
O -2.173 -0.794 -0.749
H -1.634 -1.180 1.217
H -3.198 -1.689 0.745
H -1.653 -2.596 0.174
H -1.328 -0.330 -0.784
N 2.169 1.197 -0.859
C 1.337 1.376 0.295
O 0.887 0.196 0.930
H 3.015 0.654 -0.763
H 1.700 1.101 -1.739
H 1.901 1.930 1.033
H 0.509 1.995 -0.022
H 1.217 -0.622 0.554

***

Q.
C2H9NO2 | ωB97M-V with the def2-TZVPD basis set

Values from the calculation:
orbital gap = 8.66 eV
spin multiplicity = 1
HOMO = -0.2962 Eh

Geometry (Å):
C -1.080 -0.072 0.679
C -0.759 -1.433 0.751
N 0.095 -2.105 -0.064
H -0.673 0.607 -0.067
H -1.781 0.078 1.481
H -1.337 -2.157 1.289
H 0.598 -1.676 -0.853
H 0.150 -3.052 -0.015
H 3.857 3.577 2.443
H 3.049 4.723 1.486
O 3.567 4.508 2.229
H -1.162 -1.019 -2.794
H -2.558 -1.386 -3.275
O -1.966 -0.591 -3.291

***

R.
C2H9NO2 | ωB97M-V with the def2-TZVPD basis set

Values from the calculation:
orbital gap = 9.84 eV
spin multiplicity = 1
HOMO = -0.3385 Eh

Geometry (Å):
C -0.773 1.027 -1.211
O -0.332 2.352 -1.465
C 0.354 0.048 -0.873
N -0.268 -1.127 -0.259
H -1.458 1.067 -0.351
H -1.328 0.677 -2.077
H 0.471 2.505 -0.971
H 0.743 -0.352 -1.815
H 1.143 0.489 -0.266
H -1.019 -0.915 0.383
H 0.392 -1.728 0.211
H 0.635 -1.915 2.353
H 0.867 -1.099 3.632
O 0.572 -1.028 2.709

***

If we sort the structures by their calculated energies, the order from most to least stable is R, P, Q.

***

P.
C4H12N2O3 | ωB97M-V with the def2-TZVPD basis set

Values from the calculation:
orbital gap = 9.81 eV
spin multiplicity = 1
HOMO = -0.3282 Eh

Geometry (Å):
C -1.015 0.438 1.199
C 1.622 -0.313 1.435
N -0.775 1.593 1.941
O 0.627 -0.004 0.500
O -1.763 0.509 0.171
H -1.443 -0.712 -0.714
H -1.062 -0.453 1.851
H -0.889 1.526 2.940
H -1.129 2.430 1.503
H 1.727 0.495 2.168
H 2.587 -0.426 0.926
H 1.409 -1.249 1.980
C -0.022 0.685 -2.501
C 0.465 -1.181 -1.123
O 0.900 -0.313 -2.012
N -0.822 -1.543 -1.060
H -0.958 -2.349 -0.464
H 1.237 -1.900 -0.867
H -0.428 1.251 -1.663
H -0.836 0.203 -3.045
H 0.566 1.313 -3.164

***

Q.
C4H12N2O3 | ωB97M-V with the def2-TZVPD basis set

Values from the calculation:
orbital gap = 9.33 eV
spin multiplicity = 1
HOMO = -0.3353 Eh

Geometry (Å):
C 0.870 -0.434 -0.636
N -0.230 -1.373 -0.627
C -0.348 -2.360 -1.544
O 0.467 -2.609 -2.405
C 0.498 0.906 -1.284
N -0.802 1.451 -0.928
C -1.044 1.646 0.462
O -1.245 0.430 1.199
H 1.196 -0.271 0.392
H 1.692 -0.884 -1.179
H -1.004 -1.127 -0.025
H -1.299 -2.913 -1.434
H 0.518 0.804 -2.366
H 1.252 1.640 -1.016
H -1.548 0.904 -1.338
H -0.201 2.192 0.869
H -1.954 2.239 0.569
H -0.520 0.293 1.827
H 1.112 -0.959 3.208
H 1.699 0.461 3.206
O 0.889 -0.036 3.052

***

If we sort the structures by their calculated energies, the order from most to least stable is Q, P.